# 1
116
Properties=species:S:1:pos:R:3 method="wB97M-V/def2-TZVPD" total_energy_ev=-110349.18200 spin_multiplicity=2 charge=-2 relative_energy_kj_mol=44.3
Ti -0.628 0.174 0.987
C 1.519 1.231 3.305
C 3.019 1.370 3.046
C 3.787 0.159 3.574
C 3.422 1.690 1.611
C 4.422 2.659 1.487
C 4.891 3.072 0.256
C 4.327 2.512 -0.878
C 3.338 1.531 -0.811
C 2.757 1.122 -2.165
C 2.639 -0.366 -2.495
C 1.418 1.828 -2.402
C 2.882 1.089 0.457
N 1.872 0.101 0.527
C 2.319 -1.171 0.485
C 3.644 -1.647 0.658
C 3.952 -3.001 0.618
C 2.983 -3.969 0.381
C 1.672 -3.537 0.162
C 1.401 -2.202 0.218
F 0.116 -1.780 -0.035
H 1.307 1.398 4.365
H 1.167 0.234 3.049
H 0.938 1.957 2.732
H 3.354 2.235 3.627
H 3.520 -0.733 3.012
H 3.553 -0.022 4.628
H 4.867 0.306 3.476
H 4.827 3.100 2.393
H 5.660 3.833 0.179
H 4.650 2.848 -1.857
H 3.466 1.530 -2.892
H 1.750 -0.812 -2.055
H 3.522 -0.928 -2.182
H 2.524 -0.472 -3.577
H 0.673 1.451 -1.702
H 1.053 1.628 -3.411
H 1.514 2.909 -2.262
H 4.431 -0.919 0.820
H 4.983 -3.304 0.767
H 3.230 -5.022 0.355
H 0.865 -4.226 -0.061
N -2.107 -0.343 0.125
C -3.104 -0.918 -0.414
C -3.764 -2.053 0.313
C -2.995 -2.919 1.087
C -3.594 -3.918 1.839
C -4.975 -4.068 1.833
C -5.752 -3.209 1.067
C -5.148 -2.214 0.308
C -3.690 -0.453 -1.704
C -4.357 -1.330 -2.554
C -4.817 -0.902 -3.791
C -4.628 0.415 -4.187
C -3.968 1.295 -3.341
C -3.498 0.863 -2.110
H -1.923 -2.784 1.106
H -2.976 -4.567 2.448
H -5.443 -4.845 2.425
H -6.831 -3.311 1.058
H -5.760 -1.543 -0.287
H -4.460 -2.373 -2.278
H -5.291 -1.609 -4.461
H -4.960 0.743 -5.165
H -3.777 2.313 -3.656
H -2.928 1.532 -1.478
O -1.724 -1.816 3.993
C -0.584 -1.774 3.525
O -0.236 -1.162 2.456
C 0.495 -2.571 4.226
C 1.696 -2.863 3.601
C 2.660 -3.619 4.258
C 2.427 -4.074 5.546
C 1.222 -3.781 6.178
C 0.256 -3.039 5.515
H 1.871 -2.509 2.595
H 3.591 -3.844 3.752
H 3.181 -4.660 6.060
H 1.036 -4.135 7.185
H -0.694 -2.807 5.978
N -3.613 -0.059 2.960
C -2.999 0.947 2.311
N -3.750 1.799 1.571
O -1.768 1.164 2.483
H -4.482 -0.396 2.574
H -2.979 -0.782 3.328
H -4.578 1.404 1.149
H -3.187 2.361 0.923
Cl -0.693 0.321 -9.052
C -0.728 -0.052 -7.318
C -0.950 0.956 -6.380
C -0.974 0.677 -5.033
C -0.768 -0.658 -4.498
C -0.789 -0.945 -3.156
C -0.548 -1.658 -5.528
C -0.527 -1.358 -6.871
H -1.110 1.973 -6.723
H -1.167 1.482 -4.331
H -0.657 -1.963 -2.801
H -0.957 -0.175 -2.412
H -0.394 -2.686 -5.216
H -0.357 -2.146 -7.598
O -2.075 3.175 -0.041
C -0.857 3.072 0.096
O -0.231 1.980 0.369
C -0.020 4.323 -0.048
C -0.653 5.498 -0.444
C 0.073 6.671 -0.579
C 1.437 6.678 -0.309
C 2.070 5.510 0.088
C 1.341 4.332 0.214
H -1.714 5.466 -0.647
H -0.423 7.580 -0.897
H 2.007 7.595 -0.415
H 3.134 5.497 0.288
H 1.829 3.413 0.501

# 2
127
Properties=species:S:1:pos:R:3 method="wB97M-V/def2-TZVPD" total_energy_ev=-175336.36748 spin_multiplicity=2 charge=+1 relative_energy_kj_mol=0.0
Cd -1.402 -0.808 -1.643
C -4.560 1.275 -5.580
C -4.082 0.141 -4.735
C -4.681 -1.083 -4.498
C -3.825 -1.755 -3.625
N -2.768 -0.988 -3.359
N -2.929 0.178 -4.040
B -1.954 1.373 -3.853
N -0.474 0.914 -3.955
N 0.055 -0.035 -3.133
C 1.299 -0.274 -3.545
C 1.587 0.535 -4.647
C 0.441 1.275 -4.877
C 0.179 2.266 -5.963
C 2.141 -1.322 -2.943
C 1.570 -2.516 -2.514
C 2.349 -3.497 -1.919
C 3.718 -3.308 -1.787
C 4.302 -2.132 -2.248
C 3.517 -1.140 -2.815
N -2.264 2.018 -2.464
N -2.446 1.252 -1.347
C -3.023 2.033 -0.433
C -3.199 3.322 -0.953
C -2.712 3.270 -2.244
C -2.676 4.350 -3.275
C -3.395 1.560 0.910
C -3.421 2.450 1.984
C -3.762 2.008 3.252
C -4.064 0.669 3.465
C -4.063 -0.218 2.397
C -3.752 0.232 1.123
C -3.954 -3.101 -3.034
C -2.997 -4.075 -3.296
C -3.110 -5.334 -2.725
C -4.178 -5.624 -1.890
C -5.140 -4.656 -1.630
C -5.030 -3.399 -2.202
H -5.494 1.001 -6.063
H -3.833 1.531 -6.351
H -4.734 2.167 -4.976
H -5.604 -1.449 -4.917
H -2.158 2.180 -4.705
H 2.502 0.557 -5.215
H 1.108 2.481 -6.486
H -0.223 3.200 -5.572
H -0.538 1.874 -6.685
H 0.510 -2.682 -2.658
H 1.888 -4.410 -1.566
H 4.334 -4.074 -1.333
H 5.371 -1.989 -2.155
H 3.965 -0.212 -3.150
H -3.668 4.165 -0.474
H -2.864 5.310 -2.799
H -3.439 4.196 -4.039
H -1.710 4.394 -3.776
H -3.172 3.493 1.824
H -3.789 2.708 4.078
H -4.314 0.321 4.459
H -4.313 -1.260 2.551
H -3.829 -0.436 0.277
H -2.170 -3.845 -3.958
H -2.358 -6.086 -2.926
H -4.262 -6.604 -1.439
H -5.973 -4.882 -0.978
H -5.771 -2.635 -1.997
C 5.500 1.555 2.835
C 5.346 0.139 3.379
C 3.896 -0.255 3.651
N 3.027 -0.007 2.487
C 3.048 -0.597 1.298
S 2.565 0.273 -0.109
N 3.487 -1.853 1.099
C 3.894 -2.953 1.929
O 4.716 -3.693 1.459
C 3.226 -3.185 3.228
C 3.897 -3.977 4.157
C 3.294 -4.279 5.364
C 2.008 -3.820 5.629
C 1.331 -3.049 4.692
C 1.944 -2.718 3.495
H 6.552 1.837 2.788
H 4.989 2.282 3.472
H 5.094 1.637 1.824
H 5.887 0.041 4.323
H 5.790 -0.578 2.683
H 3.477 0.342 4.461
H 3.836 -1.294 3.952
H 2.639 0.924 2.445
H 3.615 -2.091 0.118
H 4.884 -4.350 3.915
H 3.816 -4.884 6.094
H 1.527 -4.071 6.565
H 0.316 -2.728 4.884
H 1.417 -2.122 2.764
F -2.448 -2.222 -0.026
As -1.033 -3.135 0.533
F -2.022 -4.446 0.966
F -0.865 -3.617 -1.125
F 0.412 -3.954 0.929
F -0.075 -1.680 0.073
F -1.174 -2.415 2.089
N 0.489 1.552 0.037
S 0.024 2.833 0.886
C 0.021 2.098 2.512
C 0.153 2.901 3.638
C 0.056 2.313 4.889
C -0.183 0.947 5.003
C -0.329 0.166 3.867
C -0.232 0.738 2.606
C 1.278 4.101 1.045
C 0.816 5.403 1.186
C 1.734 6.430 1.352
C 3.092 6.147 1.358
C 3.540 4.842 1.188
C 2.632 3.806 1.029
H 0.476 1.737 -0.967
H 0.339 3.964 3.550
H 0.166 2.924 5.776
H -0.266 0.495 5.983
H -0.535 -0.893 3.948
H -0.361 0.138 1.713
H -0.248 5.611 1.164
H 1.389 7.450 1.463
H 3.808 6.948 1.484
H 4.601 4.629 1.175
H 2.967 2.791 0.863

# 3
118
Properties=species:S:1:pos:R:3 method="wB97M-V/def2-TZVPD" total_energy_ev=-103356.86360 spin_multiplicity=4 charge=+2 relative_energy_kj_mol=0.0
Mo 0.223 0.027 1.389
I 2.425 1.105 2.967
C 1.774 1.657 4.884
C 2.612 1.253 5.885
C 2.444 1.747 7.192
C 1.481 2.679 7.426
C 0.579 3.077 6.407
C -0.407 4.044 6.704
C -1.297 4.448 5.757
C -1.289 3.825 4.500
C -0.372 2.853 4.162
P -0.848 2.002 2.598
C -2.477 1.267 2.947
C -3.149 0.714 1.851
C -4.396 0.134 2.017
C -4.964 0.067 3.282
C -4.279 0.570 4.379
C -3.040 1.173 4.214
C -1.188 3.446 1.545
C -0.096 4.268 1.256
C -0.272 5.429 0.529
C -1.543 5.780 0.083
C -2.628 4.972 0.374
C -2.454 3.800 1.101
C 0.657 2.512 5.098
H 3.431 0.579 5.672
H 3.109 1.418 7.978
H 1.385 3.139 8.401
H -0.437 4.457 7.705
H -2.033 5.210 5.974
H -2.056 4.104 3.790
H -2.711 0.770 0.858
H -4.930 -0.255 1.160
H -5.941 -0.380 3.412
H -4.710 0.495 5.368
H -2.523 1.570 5.078
H 0.893 4.007 1.619
H 0.575 6.069 0.318
H -1.682 6.690 -0.487
H -3.620 5.253 0.047
H -3.316 3.192 1.338
B -0.911 -3.295 1.547
N -0.984 -2.445 2.831
C -1.430 -2.848 4.013
C -1.118 -1.890 4.973
C -0.467 -0.906 4.268
N -0.379 -1.240 2.959
N -1.343 -2.412 0.330
C -1.940 -2.898 -0.751
C -1.779 -2.015 -1.800
C -0.986 -0.983 -1.291
N -0.812 -1.195 0.060
H -1.670 -4.214 1.646
H 0.236 -3.618 1.351
H -1.935 -3.794 4.113
H -1.340 -1.910 6.025
H -0.046 0.013 4.639
H -2.431 -3.856 -0.713
H -2.146 -2.122 -2.805
H -0.973 0.040 -1.646
C -0.753 3.576 -2.640
S -1.870 2.327 -1.975
C -3.333 2.681 -2.972
H -0.505 3.360 -3.679
H 0.142 3.559 -2.023
H -1.215 4.558 -2.565
H -3.656 3.707 -2.801
H -4.120 2.000 -2.654
H -3.129 2.529 -4.031
C -0.761 -3.874 -8.139
C -0.219 -3.331 -6.850
C 0.838 -3.967 -6.203
C 1.364 -3.506 -5.006
C 2.596 -4.199 -4.478
C 0.756 -2.383 -4.411
Te 1.475 -1.643 -2.568
N 1.793 -0.259 0.274
C 1.757 0.945 -0.274
O 0.643 1.585 -0.127
C 2.893 1.507 -1.035
C 4.193 1.384 -0.552
C 5.258 1.830 -1.319
C 5.029 2.379 -2.574
C 3.734 2.493 -3.063
C 2.666 2.060 -2.294
C 1.586 -3.489 -1.583
C 0.604 -4.442 -1.854
C 0.632 -5.662 -1.207
C 1.651 -5.932 -0.301
C 2.645 -4.996 -0.076
C 2.647 -3.757 -0.715
C 3.807 -2.828 -0.481
C -0.236 -1.662 -5.090
C -0.759 -0.324 -4.622
C -0.720 -2.165 -6.289
H 0.046 -4.232 -8.778
H -1.329 -3.122 -8.684
H -1.420 -4.723 -7.944
H 1.298 -4.832 -6.668
H 3.236 -4.471 -5.316
H 2.347 -5.112 -3.936
H 3.186 -3.565 -3.816
H 4.368 0.944 0.421
H 6.268 1.745 -0.941
H 5.863 2.717 -3.174
H 3.558 2.919 -4.041
H 1.652 2.141 -2.666
H -0.156 -4.244 -2.597
H -0.124 -6.406 -1.421
H 1.686 -6.887 0.205
H 3.460 -5.232 0.598
H 4.744 -3.375 -0.588
H 3.772 -2.411 0.526
H 3.827 -1.991 -1.180
H -0.132 0.132 -3.853
H -1.775 -0.383 -4.229
H -0.788 0.367 -5.464
H -1.499 -1.618 -6.809

# 4
120
Properties=species:S:1:pos:R:3 method="wB97M-V/def2-TZVPD" total_energy_ev=-94232.56779 relative_energy_kj_mol=0.0
Rb 1.045 -0.403 0.104
O -0.620 0.385 4.595
C 0.030 0.581 3.438
O -0.535 0.882 2.419
C 1.516 0.387 3.606
O 2.118 0.400 2.349
C 3.544 0.430 2.401
C 4.144 0.317 0.945
O 5.198 0.933 0.779
O 3.491 -0.416 0.162
H -1.565 0.516 4.447
H 1.677 -0.561 4.136
H 1.903 1.187 4.252
H 3.931 -0.422 2.976
H 3.901 1.353 2.869
C 4.312 -4.265 3.990
C 4.713 -5.210 3.057
C 4.233 -5.145 1.760
C 3.341 -4.138 1.396
C 2.931 -3.191 2.339
C 3.423 -3.259 3.628
N 2.968 -4.118 0.042
N 2.171 -3.232 -0.283
C 1.948 -3.024 -1.636
C 2.982 -3.155 -2.569
C 2.745 -2.785 -3.877
C 1.490 -2.301 -4.219
C 0.529 -2.210 -3.223
N 0.740 -2.553 -1.957
H 4.694 -4.307 5.002
H 5.412 -5.986 3.340
H 4.546 -5.857 1.007
H 2.233 -2.433 2.020
H 3.122 -2.522 4.362
H 3.948 -3.506 -2.235
H 3.528 -2.869 -4.619
H 1.265 -1.991 -5.230
H -0.469 -1.851 -3.447
C -0.395 3.624 -1.244
N -1.753 3.308 -0.856
C -2.036 1.913 -0.584
P -1.394 0.822 -1.984
C -2.443 -0.656 -1.711
C -2.610 -1.178 -0.428
C -3.324 -2.351 -0.235
C -3.862 -3.033 -1.315
C -3.687 -2.530 -2.597
C -2.985 -1.352 -2.794
C -2.294 1.647 -3.361
C -1.568 2.072 -4.470
C -2.198 2.730 -5.519
C -3.560 2.976 -5.461
C -4.292 2.558 -4.356
C -3.665 1.895 -3.316
C -2.790 4.215 -1.061
C -3.935 4.174 -0.254
C -4.967 5.075 -0.445
C -4.882 6.048 -1.433
C -3.749 6.102 -2.230
C -2.715 5.196 -2.054
P 0.814 2.900 -0.013
C 2.355 3.267 -0.934
C 3.080 4.449 -0.817
C 4.254 4.618 -1.536
C 4.721 3.605 -2.361
C 4.006 2.424 -2.481
C 2.824 2.260 -1.778
C 0.849 4.177 1.299
C 0.188 5.402 1.289
C 0.305 6.269 2.367
C 1.064 5.923 3.474
C 1.719 4.699 3.499
C 1.610 3.838 2.420
H -0.274 4.703 -1.319
H -0.123 3.194 -2.220
H -3.109 1.764 -0.499
H -1.565 1.583 0.347
H -2.182 -0.670 0.429
H -3.459 -2.731 0.771
H -4.416 -3.950 -1.163
H -4.103 -3.057 -3.448
H -2.863 -0.963 -3.798
H -0.501 1.884 -4.507
H -1.625 3.052 -6.379
H -4.054 3.492 -6.275
H -5.356 2.754 -4.307
H -4.251 1.564 -2.467
H -3.999 3.442 0.541
H -5.837 5.033 0.198
H -5.688 6.756 -1.576
H -3.676 6.846 -3.013
H -1.854 5.231 -2.711
H 2.741 5.231 -0.150
H 4.814 5.540 -1.440
H 5.653 3.729 -2.896
H 4.379 1.616 -3.097
H 2.274 1.328 -1.861
H -0.430 5.698 0.450
H -0.202 7.226 2.337
H 1.149 6.607 4.308
H 2.310 4.416 4.362
H 2.132 2.887 2.418
N -0.442 -2.430 1.918
C -0.889 -3.487 2.068
N -1.390 -4.696 2.195
C -1.752 -5.231 3.504
C -1.121 -6.608 3.685
C -1.543 -7.525 2.535
C -1.138 -6.913 1.192
C -1.732 -5.516 1.036
H -2.844 -5.318 3.564
H -1.418 -4.536 4.272
H -1.426 -7.025 4.646
H -0.034 -6.501 3.687
H -2.629 -7.663 2.561
H -1.085 -8.508 2.650
H -1.483 -7.539 0.367
H -0.049 -6.845 1.135
H -2.825 -5.590 0.962
H -1.358 -5.025 0.139